Record 1
{
  "formula": "C24H46ILaN5OP",
  "method": "ωB97M-V/def2-TZVPD",
  "de_lowest_kcal_mol": 2.04,
  "orbital_gap_ev": [1.36, 1.38],
  "total_energy_ev": -53369.0339,
  "e_homo_ev": [2.370, 2.341],
  "charge": -2,
  "symbols": ["C", "I", "H", "H", "H", "C", "C", "N", "C", "N", "H", "H", "C", "C", "N", "H", "N", "H", "La", "C", "O", "C", "C", "H", "H", "H", "C", "H", "H", "H", "C", "H", "H", "H", "C", "H", "H", "H", "C", "C", "C", "C", "P", "N", "C", "C", "C", "C", "C", "C", "C", "C", "H", "H", "H", "H", "H", "H", "H", "H", "H", "H", "H", "H", "H", "H", "H", "H", "H", "H", "H", "H", "H", "H", "H", "H", "H", "H", "H"],
  "coordinates": [[-2.799844, 1.117832, -3.469272], [-1.022454, 2.138153, -2.637730], [-2.413421, 0.344318, -2.620179], [-2.320134, 0.857409, -4.386962], [-3.543358, 1.715396, -3.053353], [0.357708, 3.441536, 1.558506], [-0.956863, 3.751658, 1.655216], [-1.502148, 3.655454, 0.375208], [-0.539879, 3.287603, -0.504816], [0.607589, 3.147053, 0.221948], [1.123543, 3.389756, 2.309595], [-1.538509, 4.039172, 2.511287], [2.382806, -4.103647, -0.955150], [1.108161, -2.666743, 0.260641], [2.392540, -2.940256, -0.193129], [0.688282, -5.389224, -1.539212], [0.343235, -3.628234, -0.357470], [3.337379, -4.510513, -1.338877], [1.221651, -0.415698, 1.110696], [0.077389, 0.530628, -0.655802], [-0.842492, -0.011592, -0.071241], [1.153226, -4.516026, -1.040735], [-1.097346, -3.702832, -0.245254], [-1.457594, -4.413998, -0.997700], [-1.559647, -2.721810, -0.419090], [-1.403155, -4.050121, 0.751634], [3.567172, -2.135769, 0.107144], [4.473830, -2.664719, -0.231182], [3.681470, -1.949408, 1.192145], [3.557846, -1.150683, -0.406002], [1.915251, 2.855630, -0.344873], [2.298732, 3.734377, -0.881045], [1.855860, 2.032716, -1.071465], [2.624420, 2.583408, 0.445910], [-2.887324, 3.932663, 0.035736], [-2.942946, 4.664535, -0.776845], [-3.399667, 4.326185, 0.917925], [-3.391640, 3.017628, -0.293515], [1.564101, -1.219977, 6.741127], [1.606343, -1.286768, 5.214970], [2.638197, -0.262759, 4.684070], [2.066055, -2.684356, 4.762375], [-0.089208, -0.929585, 4.508172], [0.252127, -0.658286, 2.946297], [-1.226951, -2.400447, 4.604490], [-1.204298, -3.007072, 6.012376], [-2.668159, -1.992170, 4.252221], [-0.795950, -3.467154, 3.572326], [-0.862128, 0.611536, 5.215895], [-1.938365, 1.142885, 4.248090], [-1.486130, 0.325992, 6.587846], [0.190587, 1.721357, 5.363579], [2.557322, -1.509200, 7.111089], [0.838574, -1.915908, 7.175116], [1.356405, -0.211773, 7.114240], [3.641268, -0.628621, 4.946063], [2.595010, -0.164941, 3.585850], [2.506686, 0.734496, 5.112695], [1.494514, -3.494147, 5.229075], [2.030621, -2.795227, 3.668965], [3.115809, -2.802840, 5.068314], [-0.239201, -3.456201, 6.264337], [-1.475869, -2.282549, 6.786765], [-1.952765, -3.810158, 6.043893], [-2.723020, -1.499524, 3.272797], [-3.272656, -2.909886, 4.194759], [-3.131322, -1.354892, 5.013227], [-0.616343, -3.013849, 2.590309], [0.105748, -4.012217, 3.868259], [-1.611432, -4.200519, 3.468105], [-2.836843, 0.519142, 4.223991], [-2.238201, 2.147826, 4.582747], [-1.537055, 1.220590, 3.231063], [-0.760337, -0.078031, 7.301642], [-1.847710, 1.278616, 6.999576], [-2.346528, -0.347611, 6.534592], [0.941059, 1.497448, 6.129348], [0.684803, 1.933031, 4.406316], [-0.327428, 2.640209, 5.680037]],
  "atomic_forces_ev_per_a": [[4.2, -3.5, 2.8], [-1.5, 1.6, -1.4], [-2.1, 0.8, -2.4], [-1.5, -0.1, -1.1], [-1.5, 0.9, -0.6], [-0.2, -0.1, -0.2], [0.1, -0.1, 0.0], [1.0, -0.2, 0.4], [1.9, 1.3, 0.6], [-1.3, 0.4, 0.7], [0.1, 0.0, 0.1], [0.0, -0.1, 0.1], [3.9, 0.8, -0.2], [0.0, 0.3, -0.3], [0.6, -0.6, -0.1], [0.7, 0.7, 0.4], [-0.3, -0.2, 0.3], [-1.0, 0.2, 0.2], [3.5, 0.1, 0.7], [-1.2, 0.1, -0.9], [-0.8, 0.2, -0.7], [-3.4, -2.0, -0.9], [0.2, -0.1, 0.0], [0.0, 0.2, 0.1], [0.2, -0.2, 0.0], [0.0, 0.0, -0.2], [0.0, -0.5, -0.2], [-0.4, 0.3, 0.2], [-0.1, -0.2, -0.2], [0.0, -0.2, 0.0], [0.2, 0.2, -0.5], [0.0, -0.1, 0.3], [-0.1, 0.2, 0.3], [-0.1, 0.1, -0.1], [0.0, -0.1, -0.2], [0.1, -0.1, 0.2], [0.1, -0.1, -0.1], [0.1, 0.1, 0.1], [0.7, -0.2, 0.4], [-0.5, 0.1, 0.7], [-0.1, -0.2, 0.0], [0.2, 0.1, 0.0], [1.6, 0.8, -4.9], [-2.6, -0.2, 4.5], [0.0, -0.2, 0.6], [-0.4, -0.4, 0.1], [-0.1, -0.1, -0.1], [0.0, 0.1, -0.1], [-0.3, -0.2, 0.6], [0.0, 0.0, -0.1], [-0.1, 0.5, 0.3], [-0.1, 0.1, 0.0], [-0.2, 0.1, 0.1], [0.1, 0.2, 0.0], [0.1, -0.2, -0.1], [-0.2, 0.1, -0.1], [0.1, -0.1, 0.5], [0.1, -0.2, -0.1], [0.1, 0.2, -0.1], [-0.1, 0.1, 0.2], [-0.2, 0.0, 0.0], [-0.2, 0.1, -0.1], [0.1, -0.2, -0.1], [0.1, 0.0, 0.1], [0.1, -0.1, 0.2], [0.1, 0.1, 0.0], [0.1, -0.1, -0.2], [0.1, 0.0, 0.3], [-0.3, 0.2, -0.1], [0.1, 0.1, 0.1], [0.2, 0.2, 0.0], [0.1, -0.2, 0.0], [0.0, -0.1, 0.2], [-0.2, 0.0, -0.1], [0.0, -0.1, 0.0], [0.2, 0.1, 0.0], [-0.2, 0.1, -0.3], [0.0, -0.1, 0.2], [0.1, -0.2, -0.1]]
}



Record 2
{
  "formula": "C24H46N3O14",
  "method": "ωB97M-V/def2-TZVPD",
  "s_squared": 0.754,
  "spin_multiplicity": 2,
  "orbital_gap_ev": [9.46, 8.98],
  "total_energy_ev": -58763.2182,
  "e_homo_ev": [-9.042, -9.342],
  "charge": 0,
  "symbols": ["C", "N", "C", "C", "O", "C", "N", "C", "C", "C", "C", "N", "O", "C", "C", "C", "C", "H", "H", "H", "H", "H", "H", "H", "H", "H", "H", "H", "H", "H", "H", "H", "H", "H", "H", "H", "H", "H", "H", "C", "O", "C", "O", "O", "C", "H", "H", "H", "H", "H", "H", "C", "O", "C", "O", "O", "C", "H", "H", "H", "H", "H", "H", "C", "O", "C", "O", "O", "C", "H", "H", "H", "H", "H", "H", "C", "O", "C", "O", "O", "C", "H", "H", "H", "H", "H", "H"],
  "coordinates": [[-0.707773, -1.903955, 2.885838], [-0.265255, -0.734397, 3.711361], [0.907248, -0.018548, 3.147110], [0.568742, 1.092390, 2.035607], [-0.420406, 2.082038, 2.420131], [-1.740002, 1.633680, 2.262037], [-2.799771, 1.161656, 1.895806], [1.965646, 1.931771, 1.845783], [2.001910, 2.822076, 0.510454], [1.119323, 4.190752, 0.642747], [3.545026, 3.358658, 0.384999], [1.736822, 2.056511, -0.741996], [2.798242, 1.377797, -1.122795], [0.501173, 1.218935, -0.686756], [-0.818325, 2.064609, -1.121816], [0.679045, 0.124018, -1.894644], [0.318035, 0.340254, 0.641738], [-0.132080, -2.052460, 1.910778], [-1.848196, -1.775975, 2.718119], [-0.539060, -2.852066, 3.533608], [-0.049992, -1.094788, 4.663262], [1.478013, 0.530489, 3.996372], [1.632931, -0.800250, 2.686704], [2.171779, 2.531238, 2.796810], [2.806662, 1.139047, 1.739319], [-0.004259, 3.997389, 0.683818], [1.442211, 4.974847, -0.126428], [1.404134, 4.612310, 1.686138], [4.310305, 2.540701, 0.614011], [3.708994, 3.903110, -0.605007], [3.641960, 4.148594, 1.231401], [-1.336162, 2.599049, -0.258393], [-0.427100, 2.886684, -1.840024], [-1.510624, 1.383637, -1.733546], [1.392844, -0.728046, -1.602826], [-0.339403, -0.387657, -2.112748], [0.988597, 0.638990, -2.885073], [1.119628, -0.497919, 0.580274], [-0.689391, -0.205485, 0.551904], [5.117155, 0.982476, -2.741931], [5.319383, 1.661597, -3.982490], [6.048639, 2.785024, -3.883358], [6.521402, 3.237674, -2.868095], [6.160950, 3.319001, -5.113397], [6.917093, 4.527162, -5.159418], [4.517351, 0.093406, -2.940788], [6.072733, 0.666094, -2.315777], [4.572831, 1.614849, -2.041833], [7.943611, 4.352371, -4.828843], [6.442524, 5.302451, -4.553385], [6.941592, 4.866205, -6.195926], [-5.804876, -3.301691, -2.934198], [-4.781089, -2.859641, -2.045123], [-5.225532, -2.101579, -1.025405], [-6.373685, -1.787464, -0.824103], [-4.168141, -1.756157, -0.271660], [-4.492090, -0.942515, 0.857445], [-5.333739, -3.901728, -3.714097], [-6.529369, -3.927093, -2.407574], [-6.300219, -2.449827, -3.405851], [-5.164411, -1.474516, 1.535524], [-4.934470, 0.003063, 0.537139], [-3.568536, -0.726861, 1.389224], [-1.974631, -4.062519, -4.599741], [-1.004078, -3.945606, -5.639092], [-0.034279, -3.048798, -5.388970], [0.064931, -2.370865, -4.394900], [0.805344, -3.038863, -6.438719], [1.892916, -2.124440, -6.309271], [-2.705571, -4.811151, -4.908423], [-1.507064, -4.398548, -3.671450], [-2.494697, -3.113572, -4.449042], [2.514172, -2.383608, -5.448795], [1.526497, -1.098597, -6.226563], [2.502581, -2.201378, -7.210398], [-3.269561, -0.400119, 5.425730], [-3.812736, -0.679727, 6.715490], [-3.173809, -1.656384, 7.380459], [-2.219441, -2.281039, 6.980340], [-3.781058, -1.817721, 8.569177], [-3.202836, -2.831830, 9.388717], [-3.859734, 0.401397, 4.979600], [-2.234898, -0.061200, 5.508539], [-3.338047, -1.278801, 4.779914], [-2.165165, -2.588490, 9.628696], [-3.268231, -3.806594, 8.899797], [-3.771184, -2.873533, 10.318748]],
  "atomic_forces_ev_per_a": [[-0.8, -0.9, 0.9], [0.9, -0.2, -0.2], [0.5, 0.2, 0.8], [2.9, -1.4, -1.2], [-3.8, -1.5, -0.2], [-1.3, -1.7, -1.9], [5.5, 3.1, 2.4], [-0.8, -1.1, -0.5], [1.8, 2.6, 0.8], [0.5, -0.6, 1.1], [-0.8, 0.6, 1.3], [0.7, -1.9, 1.9], [-1.6, 1.0, 0.3], [-1.8, -1.7, -2.3], [1.1, 0.6, -0.4], [-0.8, -0.3, -0.1], [0.4, 0.0, -0.4], [-0.9, 0.4, 1.3], [1.9, -0.5, -0.2], [-0.5, 1.3, -1.3], [-0.1, 0.6, -1.1], [-1.0, -1.0, -1.3], [-0.9, 1.5, 0.5], [-0.3, -0.6, -1.5], [-1.4, 1.2, 0.2], [1.6, 0.4, -0.4], [-0.7, -1.3, 0.9], [-0.5, -0.6, -1.7], [-1.1, 1.2, -0.7], [-0.1, -1.0, 1.3], [0.0, -1.2, -1.4], [0.5, -1.0, -1.2], [-0.8, -1.3, 1.1], [0.9, 1.1, 1.3], [-0.9, 1.5, -0.6], [1.6, 0.9, 0.5], [-0.3, -0.9, 1.8], [-1.2, 1.5, 0.2], [1.3, 1.0, 0.3], [0.1, -0.2, 0.5], [0.4, 0.5, -0.2], [-0.2, -0.2, 0.0], [-0.2, -0.1, -0.5], [-0.1, -0.2, 0.3], [0.2, 0.3, -0.1], [0.0, 0.2, -0.2], [0.0, 0.2, 0.0], [0.3, -0.1, -0.2], [-0.2, 0.1, 0.1], [0.1, -0.1, 0.1], [-0.2, -0.3, 0.1], [-0.3, -0.1, -0.3], [0.0, 0.2, 0.3], [0.2, 0.1, 0.2], [0.5, -0.2, -0.2], [-0.4, -0.3, -0.5], [-0.1, 0.0, 0.4], [0.2, 0.1, 0.2], [0.0, 0.2, 0.0], [-0.1, -0.1, 0.2], [-0.1, 0.1, -0.2], [0.0, -0.2, 0.1], [-0.1, -0.3, -0.4], [-0.3, -0.1, 0.3], [0.4, 0.3, 0.0], [0.0, -0.1, -0.1], [0.0, -0.3, -0.4], [-0.4, -0.1, 0.3], [0.4, 0.3, 0.0], [0.2, 0.1, -0.2], [0.0, 0.2, -0.1], [0.2, -0.1, 0.1], [-0.2, 0.1, 0.0], [0.0, -0.1, 0.2], [-0.3, -0.2, 0.0], [0.1, 0.2, -0.4], [0.1, -0.4, 0.4], [-0.2, 0.2, 0.0], [-0.4, 0.3, 0.2], [0.2, 0.1, -0.4], [0.1, -0.3, 0.3], [-0.1, -0.1, 0.3], [-0.1, -0.2, -0.1], [0.2, 0.0, 0.1], [-0.1, -0.1, -0.2], [0.2, 0.1, 0.0], [-0.1, 0.2, -0.2]]
}



Record 3
{
  "formula": "C24H47BO4Sb",
  "method": "ωB97M-V/def2-TZVPD",
  "orbital_gap_ev": 6.07,
  "total_energy_ev": -41049.1835,
  "e_homo_ev": -3.411,
  "charge": -1,
  "symbols": ["C", "C", "Sb", "C", "C", "C", "C", "C", "C", "O", "C", "O", "C", "C", "C", "C", "C", "C", "C", "O", "C", "C", "C", "C", "C", "C", "B", "O", "C", "C", "H", "H", "H", "H", "H", "H", "H", "H", "H", "H", "H", "H", "H", "H", "H", "H", "H", "H", "H", "H", "H", "H", "H", "H", "H", "H", "H", "H", "H", "H", "H", "H", "H", "H", "H", "H", "H", "H", "H", "H", "H", "H", "H", "H", "H", "H", "H"],
  "coordinates": [[0.269389, 2.532958, 4.558692], [0.104669, 1.987994, 3.485146], [-0.161927, 0.876934, 1.495082], [-0.377027, -0.177101, -0.478009], [-1.778110, -0.549916, -0.950435], [-1.750099, -1.389867, -2.249021], [-0.879025, -2.649301, -2.116977], [0.368689, -2.644484, -3.013377], [1.600958, -3.241237, -2.347292], [1.960689, -4.492515, -3.013581], [2.734406, -5.296131, -2.242824], [2.360579, -6.373861, -1.886526], [4.101195, -4.772086, -1.971542], [4.446934, -4.285542, -0.787443], [-2.252412, 0.519325, 2.142499], [-3.386743, 1.403079, 1.627307], [-3.215391, 2.904614, 1.902387], [-3.682692, 3.812869, 0.759501], [-3.098164, 3.468133, -0.605192], [-4.143751, 3.033483, -1.479225], [-3.823749, 3.165112, -2.846097], [-2.665242, 2.301922, -3.321530], [0.351867, -1.053455, 2.485050], [1.812367, -1.217495, 2.889885], [2.679383, -1.656964, 1.686096], [1.945695, -2.268641, 4.013091], [1.997019, 1.481930, 1.044324], [2.901863, 1.763255, 2.063847], [2.532461, 1.684730, -0.441670], [3.383190, 2.969998, -0.548196], [0.377193, 2.971158, 5.523830], [-0.622885, 2.405504, 0.668662], [0.264420, -1.056137, -0.386883], [0.073897, 0.436399, -1.264840], [-2.347645, -1.108600, -0.207939], [-2.294617, 0.379938, -1.188927], [-2.768723, -1.686893, -2.508082], [-1.388095, -0.736677, -3.044836], [-0.580404, -2.789602, -1.081830], [-1.488704, -3.513459, -2.383261], [0.609142, -1.627058, -3.316195], [0.178394, -3.218018, -3.918825], [1.399752, -3.466784, -1.300781], [2.460921, -2.576320, -2.406606], [4.778327, -4.787310, -2.815088], [5.451209, -3.916236, -0.634081], [3.758300, -4.231242, 0.043512], [-2.478692, -0.534175, 1.966013], [-2.222681, 0.635462, 3.229125], [-3.601655, 1.228584, 0.572173], [-4.300654, 1.099097, 2.150327], [-3.818641, 3.165963, 2.775176], [-2.192097, 3.158415, 2.167775], [-4.768504, 3.782485, 0.666259], [-3.402377, 4.839196, 1.001787], [-2.354103, 2.677784, -0.508435], [-2.584753, 4.322154, -1.060488], [-3.622709, 4.220597, -3.066629], [-4.719427, 2.867324, -3.390558], [-2.962994, 1.261132, -3.428906], [-2.355033, 2.651062, -4.309036], [-1.794531, 2.368174, -2.673646], [0.062303, -1.882765, 1.832360], [-0.280304, -1.137339, 3.372613], [2.216524, -0.291828, 3.298495], [3.205665, -2.586885, 1.903311], [2.033979, -1.862158, 0.830012], [3.399759, -0.895655, 1.390888], [1.710340, -3.252766, 3.600562], [1.217149, -2.084439, 4.801494], [2.949918, -2.283726, 4.437960], [2.880039, 2.679786, 2.353980], [3.158289, 0.829913, -0.709190], [1.707081, 1.777029, -1.144063], [3.577636, 3.242474, -1.584249], [4.312486, 2.880677, 0.007859], [2.830484, 3.808027, -0.114769]],
  "atomic_forces_ev_per_a": [[0.0, 0.0, 0.1], [0.1, 0.0, 0.1], [-0.1, -0.5, -0.5], [-0.1, 0.1, 0.0], [0.5, -0.2, -0.6], [-0.1, 0.1, 0.6], [-0.3, 0.0, -0.6], [0.2, -0.1, 0.2], [0.2, -0.1, -0.3], [-0.4, 0.0, 0.2], [0.1, -0.1, -0.3], [-0.1, -0.3, 0.0], [-0.1, 0.2, 0.5], [0.3, -0.1, -0.4], [-0.1, 0.3, 0.2], [-0.2, -0.1, 0.2], [-0.2, 0.2, 0.0], [0.2, 0.0, 0.0], [0.0, -0.2, -0.2], [-0.1, 0.0, 0.0], [0.0, -0.2, 0.2], [0.0, 0.1, -0.3], [0.0, 0.1, 0.4], [0.2, -0.7, 0.3], [-0.3, 0.1, 0.1], [-0.3, 0.1, -0.4], [0.3, -0.2, -0.2], [0.0, 0.2, -0.2], [0.1, 0.8, 0.3], [-0.4, -0.1, 0.1], [0.0, 0.0, 0.0], [0.0, 0.2, 0.0], [0.0, -0.1, 0.0], [0.1, 0.2, 0.1], [0.0, 0.1, 0.2], [-0.4, 0.0, 0.2], [-0.1, 0.1, -0.1], [0.1, -0.1, -0.2], [0.0, 0.1, 0.2], [0.0, -0.2, 0.1], [-0.1, 0.1, 0.0], [0.0, 0.1, -0.1], [0.0, 0.0, 0.1], [0.0, 0.1, 0.1], [0.1, 0.0, 0.0], [0.0, 0.1, 0.1], [-0.1, 0.0, 0.0], [0.1, -0.1, -0.2], [0.2, 0.0, 0.1], [0.2, 0.0, -0.1], [-0.1, -0.1, -0.1], [0.1, 0.0, 0.1], [0.2, -0.2, -0.1], [-0.1, 0.0, 0.0], [-0.1, 0.1, 0.1], [0.1, 0.0, 0.0], [-0.1, 0.2, 0.0], [0.1, 0.1, 0.0], [-0.1, 0.1, 0.0], [0.0, -0.1, 0.2], [0.0, 0.0, -0.1], [0.0, 0.0, 0.1], [-0.1, 0.0, -0.1], [-0.1, 0.2, 0.1], [-0.1, 0.2, -0.1], [0.2, 0.0, 0.0], [0.0, 0.0, -0.1], [0.1, 0.0, 0.0], [0.1, -0.1, 0.0], [0.1, 0.1, 0.1], [0.1, -0.1, 0.0], [0.0, -0.1, 0.3], [-0.1, -0.2, -0.1], [-0.1, -0.3, -0.1], [0.2, -0.1, -0.1], [0.2, 0.0, -0.1], [0.0, 0.1, 0.0]]
}



| no. | F_max (Eh/bohr) |
| --- | --- |
| 1 | 0.1200 |
| 2 | 0.1328 |
| 3 | 0.0165 |